Model A:
Formula: C2H6N4OS
Source: the Open Molecules 2025 dataset
Level of theory: ωB97M-V/def2-TZVPD

## Properties
- charge = 0
- structure (SMILES) = N/N=C(/N)C(=S)NO
- highest occupied orbital energy (eV) = -8.745
- LUMO level (Ha) = 0.0024

Each line ends with the Löwdin charge.
Geometry (Å):
N (1.71491, -1.08738, 0.12911)  -0.12
N (1.59822, 0.29619, 0.06559)  -0.06
C (0.39376, 0.82479, -0.03033)  -0.40
N (0.30400, 2.15373, -0.18717)  0.10
C (-0.94271, 0.11755, 0.06218)  -0.65
S (-2.41937, 0.92120, 0.11329)  0.71
N (-0.90649, -1.19355, -0.10675)  -0.07
O (-2.07820, -1.82438, -0.07025)  -0.04
H (2.15515, -1.44914, -0.82007)  0.13
H (2.57079, -1.22871, 0.90753)  0.16
H (-0.64366, 2.57085, -0.05459)  0.06
H (1.07212, 2.71549, 0.06948)  0.09
H (-0.07582, -1.75606, -0.08342)  0.11
H (-2.74271, -1.06057, 0.00539)  0.00

Model B:
Formula: C2H6N4OS
Source: the Open Molecules 2025 dataset
Level of theory: ωB97M-V/def2-TZVPD

## Properties
- charge = 0
- structure (SMILES) = [H]/N=C\N(O)/C(=N/[H])NS
- highest occupied orbital energy (eV) = -9.165
- LUMO level (Ha) = 0.0166

Each line ends with the Löwdin charge.
Geometry (Å):
H (0.16662, 1.95777, 0.47074)  0.03
N (1.17603, 2.05284, 0.31603)  0.09
C (1.65733, 0.94465, -0.09520)  -0.20
N (0.99166, -0.30289, -0.41978)  -0.13
O (1.89144, -1.35384, -0.51466)  -0.03
C (-0.28971, -0.67253, -0.04407)  -0.56
N (-0.37078, -1.75869, 0.58435)  0.14
H (-1.34656, -1.91999, 0.87714)  0.05
N (-1.21719, 0.24749, -0.44161)  -0.38
S (-2.88265, 0.11252, -0.27408)  0.81
H (2.73104, 0.95396, -0.35100)  0.13
H (1.43801, -2.02164, 0.10636)  0.11
H (-0.84502, 0.93674, -1.05265)  0.08
H (-3.10023, 0.82361, 0.83841)  -0.14

Q: Which of them is the least stable? A: model A.